This record from the OMol25 dataset describes a molecular structure, C28H35BBrF9IN8OS3Ti. The level of theory is the ωB97M-V functional and the def2-TZVPD basis.

⟨S²⟩	0.753
LUMO level (spin up / spin down)	0.11 / 0.30	eV
energy relative to the best compared isomer or geometry (same formula, charge and spin)	0.00	kcal/mol
spin multiplicity	2

```
88
Properties=species:S:1:pos:R:3:lowdin_charge:R:1
Ti 0.293 -1.128 -0.962 0.7426
C -1.417 3.551 5.337 -0.0447
C -0.819 4.239 4.102 -0.5569
C 0.393 5.057 4.548 -0.0653
C -1.856 5.197 3.499 -0.0439
C -0.448 3.185 3.060 -0.1630
C -1.427 2.331 2.567 -0.0840
C -1.094 1.375 1.636 -0.5292
Br -2.477 0.206 1.092 0.9428
C 0.202 1.212 1.120 -0.2874
O 0.400 0.217 0.230 -0.3140
C 1.200 2.091 1.581 -0.0649
C 0.829 3.029 2.553 0.0184
C 2.687 2.111 1.183 -0.5179
C 3.494 1.469 2.323 -0.0290
C 3.163 3.562 0.972 -0.0502
C 3.025 1.379 -0.113 -0.0649
H -1.659 4.293 6.101 0.0850
H -0.709 2.838 5.764 0.0923
H -2.334 3.012 5.095 0.0780
H 0.083 5.782 5.302 0.0856
H 0.833 5.611 3.716 0.0874
H 1.165 4.425 4.992 0.0887
H -2.122 5.971 4.223 0.0854
H -2.770 4.671 3.219 0.0792
H -1.459 5.683 2.606 0.0911
H -2.450 2.391 2.911 0.1015
H 1.604 3.674 2.934 0.0883
H 3.307 1.967 3.275 0.0833
H 4.563 1.531 2.106 0.0881
H 3.229 0.415 2.433 0.0883
H 3.193 4.147 1.890 0.0727
H 2.520 4.078 0.257 0.0943
H 4.178 3.548 0.568 0.0858
H 2.744 0.333 -0.094 -0.0001
H 4.107 1.424 -0.264 0.0963
H 2.552 1.866 -0.967 0.0756
C -2.775 -2.525 -4.576 0.0259
C -2.577 -1.063 -4.457 -0.3103
N -2.855 -0.180 -5.360 0.1330
N -2.596 1.020 -4.761 0.0331
C -2.189 0.919 -3.490 -0.7892
S -1.935 2.119 -2.348 0.6404
N -2.125 -0.428 -3.313 -0.0515
N -1.757 -1.031 -2.103 0.0345
H -3.278 -2.723 -5.519 0.0957
H -3.402 -2.893 -3.761 0.0941
H -1.828 -3.060 -4.560 0.0697
H -2.779 1.884 -5.243 0.1534
H -2.440 -0.739 -1.394 0.0324
H -1.860 -2.047 -2.186 0.0329
F -5.637 -2.879 3.682 0.1260
C -4.624 -2.951 2.815 -0.1378
C -3.349 -3.267 3.252 -0.1402
F -3.136 -3.500 4.550 0.1231
C -2.305 -3.337 2.347 -0.2483
F -1.094 -3.640 2.819 0.0930
C -2.482 -3.099 0.985 -0.5552
S -1.150 -3.237 -0.136 0.7215
C -3.776 -2.789 0.587 -0.2848
F -4.025 -2.505 -0.712 0.0516
C -4.837 -2.710 1.469 -0.1577
F -6.060 -2.391 1.031 0.1193
I 4.755 0.790 -4.908 0.8816
C 3.011 0.719 -3.816 -0.7505
C 2.078 1.721 -3.659 -0.1286
N 1.133 1.248 -2.836 0.0054
N 1.382 -0.022 -2.483 -0.0597
C 2.534 -0.350 -3.054 -0.1789
H 2.033 2.720 -4.057 0.1286
H 0.218 1.671 -2.609 0.0205
H 2.960 -1.329 -2.912 0.1061
C 1.695 -5.882 -1.374 -0.0411
N 1.638 -4.671 -0.574 -0.0361
C 2.551 -3.723 -0.600 -0.8272
N 3.697 -3.935 -1.258 0.1363
S 2.328 -2.235 0.238 0.6965
H 0.787 -6.449 -1.193 0.0985
H 2.551 -6.496 -1.086 0.0928
H 1.741 -5.647 -2.440 0.0826
H 0.761 -4.433 -0.109 0.0080
H 3.777 -4.682 -1.929 0.1039
H 4.319 -3.150 -1.353 0.1001
F 2.210 -3.397 -3.784 0.1512
B 0.854 -3.140 -3.756 -1.2429
F 0.466 -2.122 -4.606 0.1610
F 0.096 -4.276 -3.889 0.1636
F 0.569 -2.620 -2.363 -0.1117
```